H19NaO10 as an isolated structure in a non-equilibrium geometry, computed with the ωB97M-V functional and the def2-TZVPD basis.

Kohn-Sham gap: 9.276 eV
Energy above the lowest of the compared OMol25 structures with the same formula, charge and spin: 54.9 kJ/mol
Net charge: 0

Positions of all 30 atoms, in Å:
Na1 -4.74 -20.26 5.80
O1 -6.47 -20.14 7.36
H1 -7.21 -19.84 6.81
O2 -6.10 -17.56 7.00
H2 -5.47 -17.41 7.70
H3 -6.36 -18.47 7.09
O3 -9.97 -20.93 7.70
H4 -10.92 -20.80 7.78
H5 -9.60 -20.45 8.44
O4 -6.51 -22.30 6.05
H6 -6.54 -21.50 6.59
H7 -6.00 -22.92 6.57
O5 -6.92 -19.60 3.83
H8 -7.22 -19.46 2.93
H9 -7.67 -19.98 4.28
O6 -6.55 -21.85 9.65
H10 -6.59 -21.27 8.89
H11 -5.72 -22.32 9.56
O7 -8.43 -19.13 9.19
H12 -7.74 -19.45 8.62
H13 -8.35 -18.18 9.15
O8 -8.86 -17.15 5.92
H14 -7.96 -17.13 6.26
H15 -9.39 -16.79 6.63
O9 -3.56 -19.59 9.04
H16 -2.91 -19.42 8.35
H17 -4.34 -19.87 8.56
O10 -8.72 -20.77 5.37
H18 -9.38 -20.74 6.07
H19 -8.02 -21.30 5.73

***

An isolated ion of composition C3H4I2N3 and charge +1 in a non-equilibrium geometry, computed with the ωB97M-V functional and the def2-TZVPD basis.

Kohn-Sham gap: 7.908 eV
Energy above the lowest of the compared OMol25 structures with the same formula, charge and spin: 52.8 kJ/mol
Net charge: +1
SMILES: Nn1cc(I)[nH+]c1I

Positions of all 12 atoms, in Å:
N1 0.26 1.36 -0.39
N2 0.17 0.07 -0.10
C1 -0.84 -0.67 0.34
C2 -0.42 -1.88 0.84
I1 -1.57 -3.43 1.63
N3 0.94 -1.96 0.78
C3 1.54 -0.84 0.39
I2 3.39 -0.52 -0.41
H1 -0.60 1.89 -0.33
H2 0.89 1.60 -1.15
H3 -1.87 -0.35 0.26
H4 1.45 -2.79 1.06

***

C33H34CsN5PS2 as an isolated structure in a non-equilibrium geometry, computed with the ωB97M-V functional and the def2-TZVPD basis.

Kohn-Sham gap: 4.614 eV
Energy above the lowest of the compared OMol25 structures with the same formula, charge and spin: 0.0 kJ/mol
Net charge: -1

Positions of all 76 atoms, in Å:
Cs1 2.13 -9.34 17.62
C1 4.25 -14.04 18.66
C2 3.14 -14.89 18.79
C3 1.93 -14.65 18.17
C4 1.82 -13.49 17.39
N1 2.83 -12.61 17.29
C5 4.04 -12.91 17.85
C6 0.54 -13.19 16.66
C7 -0.31 -14.30 16.32
C8 -1.42 -14.03 15.51
C9 -1.69 -12.69 15.17
C10 -0.82 -11.68 15.66
N2 0.21 -11.95 16.42
C11 -1.14 -10.25 15.44
C12 -2.02 -9.75 14.46
C13 -2.14 -8.38 14.28
C14 -1.51 -7.51 15.16
C15 -0.80 -8.11 16.20
N3 -0.52 -9.41 16.27
H1 5.21 -14.30 19.11
H2 3.16 -15.75 19.42
H3 1.15 -15.39 18.26
H4 4.86 -12.21 17.73
H5 -0.03 -15.30 16.66
H6 -2.07 -14.78 15.07
H7 -2.49 -12.37 14.56
H8 -2.60 -10.49 13.90
H9 -2.75 -7.97 13.51
H10 -1.47 -6.43 15.07
H11 -0.33 -7.49 17.00
S1 3.34 -6.05 17.08
C16 2.24 -5.45 18.25
S2 0.96 -6.45 18.82
C17 2.35 -4.09 18.74
C18 3.34 -3.27 18.23
N4 4.16 -2.52 17.81
C19 1.59 -3.72 19.87
N5 1.02 -3.36 20.86
C20 7.36 -8.78 22.74
C21 6.57 -9.71 21.84
C22 6.57 -11.17 22.32
C23 7.16 -9.71 20.38
P1 4.81 -9.05 21.64
C24 5.19 -7.31 21.42
C25 5.30 -6.42 22.48
C26 5.51 -5.08 22.27
C27 5.51 -4.57 20.98
C28 5.35 -5.44 19.92
C29 5.24 -6.81 20.08
C30 3.81 -9.21 23.33
C31 2.77 -8.04 23.45
C32 3.00 -10.51 23.11
C33 4.71 -9.36 24.56
H12 8.23 -9.35 23.12
H13 6.84 -8.45 23.63
H14 7.77 -7.91 22.24
H15 7.62 -11.42 22.43
H16 6.18 -11.86 21.58
H17 6.07 -11.35 23.28
H18 8.08 -10.29 20.43
H19 7.41 -8.71 20.06
H20 6.47 -10.21 19.69
H21 5.27 -6.84 23.48
H22 5.75 -4.42 23.13
H23 5.61 -3.47 20.79
H24 5.35 -4.93 18.90
H25 5.10 -7.52 19.25
H26 2.20 -7.79 22.52
H27 3.15 -7.11 23.87
H28 2.01 -8.42 24.13
H29 2.31 -10.42 22.28
H30 2.44 -10.68 24.06
H31 3.61 -11.40 22.89
H32 5.42 -8.56 24.84
H33 5.25 -10.31 24.43
H34 3.99 -9.42 25.39

***

C26H36N2O10 in the gas phase, computed with the ωB97M-V functional and the def2-TZVPD basis.

Kohn-Sham gap: 10.163 eV
Net charge: 0
SMILES: CCOC(=O)CC[C@H](NC(=O)c1ccccc1C(=O)N[C@H](CCC(=O)OCC)C(=O)OCC)C(=O)OCC

Positions of all 74 atoms, in Å:
C1 -0.89 -3.75 1.97
C2 -0.83 -2.96 3.27
O1 -0.74 -1.55 3.06
C3 0.41 -1.07 2.59
O2 1.39 -1.74 2.38
C4 0.32 0.43 2.39
C5 1.63 1.05 1.92
C6 1.80 0.98 0.40
N1 1.78 -0.39 -0.05
C7 1.28 -0.76 -1.23
O3 0.96 0.04 -2.10
C8 1.17 -2.24 -1.40
C9 2.33 -3.00 -1.38
C10 2.28 -4.37 -1.51
C11 1.06 -5.01 -1.64
C12 -0.11 -4.26 -1.64
C13 -0.07 -2.88 -1.54
C14 -1.38 -2.15 -1.47
O4 -2.28 -2.56 -0.75
N2 -1.52 -1.09 -2.28
C15 -2.68 -0.24 -2.08
C16 -2.65 1.00 -2.97
C17 -1.53 1.98 -2.61
C18 -1.81 2.73 -1.33
O5 -2.91 3.00 -0.92
O6 -0.68 3.09 -0.74
C19 -0.77 3.86 0.47
C20 0.43 4.78 0.56
C21 -2.74 0.17 -0.60
O7 -1.76 0.37 0.07
O8 -3.98 0.29 -0.18
C22 -4.17 0.74 1.16
C23 -5.62 0.52 1.54
C24 3.09 1.70 0.00
O9 3.29 2.86 0.25
O10 3.94 0.90 -0.63
C25 5.18 1.46 -1.06
C26 6.20 1.46 0.06
H1 -1.13 -4.78 2.19
H2 -1.65 -3.34 1.31
H3 0.07 -3.72 1.46
H4 -1.74 -3.09 3.85
H5 0.04 -3.28 3.87
H6 0.00 0.87 3.34
H7 -0.47 0.60 1.66
H8 1.68 2.10 2.21
H9 2.47 0.53 2.39
H10 0.98 1.51 -0.10
H11 2.01 -1.10 0.64
H12 3.28 -2.50 -1.26
H13 3.20 -4.95 -1.50
H14 1.01 -6.08 -1.73
H15 -1.07 -4.75 -1.71
H16 -0.68 -0.65 -2.65
H17 -3.58 -0.83 -2.29
H18 -3.60 1.51 -2.87
H19 -2.53 0.67 -4.00
H20 -1.44 2.72 -3.40
H21 -0.56 1.48 -2.51
H22 -1.71 4.43 0.45
H23 -0.80 3.16 1.31
H24 0.41 5.32 1.50
H25 0.42 5.50 -0.26
H26 1.36 4.20 0.50
H27 -3.90 1.80 1.20
H28 -3.49 0.18 1.82
H29 -5.78 0.86 2.56
H30 -5.86 -0.54 1.48
H31 -6.27 1.07 0.87
H32 5.00 2.48 -1.41
H33 5.50 0.84 -1.90
H34 5.87 2.10 0.87
H35 6.34 0.45 0.44
H36 7.15 1.83 -0.31

***

C40H35As2BF4O3Pt as an isolated structure, computed with the ωB97M-V functional and the def2-TZVPD basis.

Kohn-Sham gap (alpha / beta): 8.332 / 7.176 eV
Energy above the lowest of the compared OMol25 structures with the same formula, charge and spin: 68.3 kJ/mol
Net charge: 0
Multiplicity: 3
⟨S²⟩: 2.0106

Positions of all 86 atoms, in Å:
Pt1 -0.37 0.65 -0.29
C1 2.09 0.60 2.24
C2 1.67 2.07 2.12
As1 -0.20 2.46 2.66
C3 -0.97 2.62 0.86
C4 -0.37 3.36 -0.20
C5 -1.07 3.65 -1.35
C6 -2.41 3.24 -1.48
C7 -3.02 2.52 -0.48
C8 -2.31 2.20 0.68
C9 0.04 4.35 3.07
C10 -0.32 5.40 2.24
C11 -0.09 6.72 2.64
C12 0.50 6.98 3.87
C13 0.85 5.93 4.71
C14 0.61 4.62 4.31
As2 0.83 -0.62 1.42
C15 1.72 -2.33 1.41
C16 3.09 -2.42 1.21
C17 3.72 -3.66 1.32
C18 2.98 -4.80 1.61
C19 1.60 -4.70 1.78
C20 0.97 -3.47 1.68
C21 -0.47 -0.96 2.82
C22 -1.82 -0.97 2.52
C23 -2.75 -1.23 3.53
C24 -2.32 -1.47 4.83
C25 -0.96 -1.47 5.12
C26 -0.03 -1.22 4.12
H1 2.21 0.29 3.28
H2 3.04 0.45 1.72
H3 1.83 2.41 1.10
H4 2.29 2.69 2.77
H5 0.65 3.69 -0.11
H6 -0.58 4.19 -2.15
H7 -2.95 3.47 -2.39
H8 -4.04 2.17 -0.59
H9 -2.80 1.66 1.48
H10 -0.79 5.22 1.29
H11 -0.38 7.53 1.99
H12 0.68 8.00 4.18
H13 1.30 6.13 5.67
H14 0.87 3.80 4.98
H15 3.67 -1.55 0.95
H16 4.79 -3.73 1.18
H17 3.47 -5.76 1.70
H18 1.02 -5.59 1.99
H19 -0.10 -3.41 1.81
H20 -2.17 -0.79 1.51
H21 -3.80 -1.25 3.29
H22 -3.04 -1.66 5.61
H23 -0.62 -1.66 6.13
H24 1.02 -1.24 4.36
O1 0.09 -0.55 -2.03
C27 -0.93 -1.36 -2.64
C28 -2.20 -1.17 -1.79
O2 -3.22 -1.70 -2.14
O3 -2.11 -0.40 -0.73
C29 -1.11 -0.89 -4.07
C30 -2.23 -0.20 -4.51
C31 -2.29 0.27 -5.82
C32 -1.23 0.08 -6.69
C33 -0.10 -0.61 -6.25
C34 -0.04 -1.09 -4.95
C35 -0.49 -2.82 -2.60
C36 -1.30 -3.80 -3.17
C37 -0.89 -5.13 -3.18
C38 0.34 -5.48 -2.63
C39 1.15 -4.51 -2.07
C40 0.73 -3.18 -2.05
H25 0.83 -0.30 -2.62
H26 -3.08 -0.06 -3.85
H27 -3.17 0.80 -6.15
H28 -1.28 0.45 -7.70
H29 0.74 -0.77 -6.92
H30 0.83 -1.64 -4.62
H31 -2.25 -3.52 -3.61
H32 -1.52 -5.88 -3.63
H33 0.66 -6.52 -2.64
H34 2.11 -4.77 -1.65
H35 1.38 -2.42 -1.63
F1 2.85 -0.27 -0.79
B1 2.80 0.81 -1.69
F2 3.99 1.49 -1.73
F3 2.41 0.32 -2.96
F4 1.75 1.70 -1.26

***

An isolated ion of composition C2H6NO2S and charge +1 in a non-equilibrium geometry, computed with the ωB97M-V functional and the def2-TZVPD basis.

Kohn-Sham gap: 7.756 eV
Energy above the lowest of the compared OMol25 structures with the same formula, charge and spin: 136.2 kJ/mol
Net charge: +1
SMILES: [NH3+]CC(=O)OS

Positions of all 12 atoms, in Å:
N1 0.14 -1.16 -0.52
C1 0.26 0.32 -0.21
C2 -0.17 0.50 1.19
O1 -0.46 -0.25 2.07
O2 0.10 2.17 1.37
S1 0.07 2.62 2.92
H1 -0.45 -1.65 0.07
H2 1.13 -1.56 -0.35
H3 -0.15 -1.27 -1.54
H4 1.27 0.92 -0.26
H5 -0.51 0.83 -0.97
H6 -0.94 3.50 2.96

***

Repeat the second record exactly.
An isolated ion of composition C3H4I2N3 and charge +1 in a non-equilibrium geometry, computed with the ωB97M-V functional and the def2-TZVPD basis.

Kohn-Sham gap: 7.908 eV
Energy above the lowest of the compared OMol25 structures with the same formula, charge and spin: 52.8 kJ/mol
Net charge: +1
SMILES: Nn1cc(I)[nH+]c1I

Positions of all 12 atoms, in Å:
N1 0.26 1.36 -0.39
N2 0.17 0.07 -0.10
C1 -0.84 -0.67 0.34
C2 -0.42 -1.88 0.84
I1 -1.57 -3.43 1.63
N3 0.94 -1.96 0.78
C3 1.54 -0.84 0.39
I2 3.39 -0.52 -0.41
H1 -0.60 1.89 -0.33
H2 0.89 1.60 -1.15
H3 -1.87 -0.35 0.26
H4 1.45 -2.79 1.06